{
  "formula": "C43H77N14O3",
  "method": "ωB97M-V/def2-TZVPD",
  "total_charge": 4,
  "spin_multiplicity": 2,
  "lumo_ev": [-7.995, -7.994],
  "species": ["C", "O", "O", "O", "C", "C", "N", "C", "C", "N", "C", "C", "H", "H", "H", "H", "H", "H", "H", "H", "H", "H", "H", "C", "C", "N", "C", "C", "N", "C", "C", "H", "H", "H", "H", "H", "H", "H", "H", "H", "H", "H", "C", "C", "N", "C", "C", "N", "C", "C", "H", "H", "H", "H", "H", "H", "H", "H", "H", "H", "H", "C", "C", "N", "C", "C", "N", "C", "C", "H", "H", "H", "H", "H", "H", "H", "H", "H", "H", "H", "C", "C", "N", "C", "C", "N", "C", "C", "H", "H", "H", "H", "H", "H", "H", "H", "H", "H", "H", "C", "C", "N", "C", "C", "N", "C", "C", "H", "H", "H", "H", "H", "H", "H", "H", "H", "H", "H", "C", "C", "N", "C", "C", "N", "C", "C", "H", "H", "H", "H", "H", "H", "H", "H", "H", "H", "H"],
  "xyz": [[-1.0427, -1.1512, 0.3588], [-1.8856, -2.0608, 0.3160], [-1.2579, 0.0262, 0.7021], [0.1425, -1.3127, 0.0278], [-0.7525, 2.8181, 3.1947], [0.7821, 3.0390, 3.2805], [1.5330, 1.8037, 3.6728], [1.6851, 0.6122, 2.9415], [2.4153, -0.2987, 3.7191], [2.7929, 0.3239, 4.8876], [2.2754, 1.5903, 4.8345], [3.5315, -0.3437, 6.0160], [-1.0492, 2.0487, 2.4820], [-1.3049, 3.7052, 2.8848], [-1.2063, 2.4157, 4.1004], [1.0803, 3.8427, 3.9538], [1.1380, 3.4132, 2.3206], [1.1437, 0.5073, 2.0129], [2.9119, -1.2377, 3.5237], [2.2526, 2.3143, 5.6356], [4.1500, -1.1775, 5.6839], [2.7630, -0.6408, 6.7296], [4.1187, 0.4557, 6.4679], [3.4604, 5.6530, -1.9589], [2.1864, 5.1360, -2.5891], [1.8101, 3.7795, -2.0819], [1.3994, 3.4042, -0.7694], [1.3347, 2.0345, -0.7509], [1.7068, 1.6222, -1.9883], [2.0987, 2.6329, -2.7811], [1.6293, 0.2721, -2.5440], [4.3348, 5.0125, -2.0741], [3.4757, 5.7134, -0.8707], [3.7256, 6.5991, -2.4308], [2.3491, 5.0636, -3.6645], [1.3773, 5.8353, -2.3783], [1.1520, 4.1479, -0.0263], [0.8760, 1.3199, -0.0836], [2.3923, 2.6191, -3.8203], [0.6181, 0.3709, -2.9385], [1.6883, -0.6060, -1.9009], [2.3227, 0.1971, -3.3816], [3.0808, -5.7886, -5.1741], [2.5267, -6.0473, -3.6922], [1.4428, -5.1422, -3.4802], [1.5408, -3.7709, -3.2077], [0.2979, -3.2164, -2.8635], [-0.6130, -4.2471, -2.9589], [0.0954, -5.3845, -3.3821], [-1.9571, -4.0863, -2.5577], [4.1236, -6.1057, -5.1781], [3.0673, -4.7115, -5.3410], [2.5335, -6.3433, -5.9363], [3.3433, -5.8950, -2.9865], [2.3100, -7.1055, -3.5458], [2.5104, -3.2987, -3.1516], [-0.1121, -2.3455, -2.3738], [-0.3900, -6.3045, -3.6725], [-2.2446, -4.5424, -1.6103], [-2.6231, -4.3541, -3.3780], [-2.2726, -3.0463, -2.4752], [2.0532, -4.1989, 0.0335], [1.8112, -5.0500, 1.2706], [1.2642, -4.2102, 2.4099], [1.8772, -3.8574, 3.5475], [1.0064, -3.1031, 4.3057], [-0.1047, -2.8545, 3.5146], [0.0876, -3.5433, 2.3931], [-1.2078, -1.8753, 3.7492], [2.8404, -3.4471, 0.0887], [1.0967, -3.8172, -0.3236], [2.3774, -4.8385, -0.7874], [2.7003, -5.6475, 1.4721], [0.9347, -5.6406, 1.0041], [2.8977, -4.1203, 3.7841], [1.0440, -2.5253, 5.2174], [-0.5353, -3.4108, 1.5208], [-2.0099, -2.3119, 4.3443], [-1.7455, -1.8342, 2.8020], [-0.9826, -0.8252, 3.9358], [-8.8326, -0.4523, 0.8450], [-8.3337, 1.0330, 0.6953], [-6.9106, 0.9871, 0.8793], [-5.9238, 0.6101, 0.0104], [-4.7237, 0.3753, 0.7143], [-4.9904, 0.6724, 2.0206], [-6.3429, 0.9639, 2.0970], [-3.9824, 0.7508, 3.0297], [-8.5902, -1.0428, 1.7285], [-8.4505, -1.1700, 0.1190], [-9.9215, -0.4364, 0.7987], [-8.6765, 1.6704, 1.5104], [-8.6007, 1.4311, -0.2836], [-6.1323, 0.6127, -1.0493], [-3.7111, 0.1921, 0.3863], [-6.8677, 1.1046, 3.0304], [-4.2173, 1.4271, 3.8517], [-3.0855, 1.1936, 2.5966], [-3.8109, -0.2126, 3.5099], [-2.7322, 2.9204, -0.5420], [-1.9504, 2.2712, -1.6236], [-2.8215, 1.7526, -2.7062], [-3.3834, 0.5473, -2.8578], [-4.1186, 0.3660, -3.9470], [-4.0693, 1.6260, -4.5689], [-3.2008, 2.4313, -3.8278], [-4.7581, 2.0755, -5.7801], [-3.7804, 3.0999, -0.7810], [-2.4123, 3.9331, -0.2966], [-2.6207, 2.2867, 0.3379], [-1.4907, 1.3487, -1.2687], [-1.3447, 3.0701, -2.0512], [-3.2583, -0.2695, -2.1624], [-4.6700, -0.4825, -4.3242], [-3.0745, 3.4905, -3.9968], [-5.1617, 3.0854, -5.7074], [-5.6562, 1.4622, -5.8536], [-4.0594, 2.0459, -6.6162], [4.4103, 4.3182, 1.3771], [5.5523, 3.3871, 1.2058], [4.9845, 2.1577, 0.7092], [5.1094, 1.7427, -0.6234], [4.6248, 0.4007, -0.7058], [4.3430, 0.0171, 0.5913], [4.6338, 1.0461, 1.4637], [3.9116, -1.3064, 0.8025], [4.6800, 5.3518, 1.1599], [4.1446, 4.2383, 2.4312], [3.6008, 4.0689, 0.6911], [5.9906, 3.1372, 2.1720], [6.3096, 3.8071, 0.5438], [5.6404, 2.3305, -1.3575], [4.5295, -0.3161, -1.5080], [4.5203, 1.0562, 2.5377], [4.1507, -1.8314, -0.1223], [2.8452, -1.3418, 1.0250], [4.4665, -1.6875, 1.6597]],
  "forces_ev_per_a": [[0.83, 0.37, -0.52], [-2.16, -1.96, 0.19], [-3.07, 4.62, 1.74], [4.71, -2.31, -1.71], [0.06, -0.69, 0.08], [-0.52, -0.24, -0.01], [2.00, -2.21, 1.54], [0.02, -0.16, 1.02], [-0.12, 1.28, -0.77], [-1.10, 1.76, -1.02], [-0.97, -0.14, -0.59], [-0.87, 1.49, -0.06], [0.64, -0.14, -0.55], [0.35, 0.26, 0.25], [0.32, 0.48, 0.49], [-0.24, -0.28, 0.41], [0.26, -0.54, -0.17], [0.12, -0.41, -0.19], [-0.59, 0.01, -0.41], [0.35, -0.13, 0.07], [-0.19, 0.27, -0.21], [0.26, -0.29, 0.03], [0.25, -0.38, 0.08], [0.99, -0.20, 0.38], [0.33, -0.23, 0.68], [0.89, -1.24, 0.29], [0.25, 0.16, -1.69], [-0.48, 0.94, -0.30], [1.94, -0.54, -0.90], [-1.79, 1.66, 2.37], [-1.08, 0.28, -0.91], [-0.12, -0.38, -0.76], [-0.76, 0.59, -0.01], [-0.11, 0.12, 0.31], [-0.34, -0.15, 0.03], [-0.15, -0.23, -0.13], [0.07, -0.08, -0.15], [0.06, -0.15, 0.34], [0.12, -0.24, 0.18], [-0.12, -1.20, -0.41], [0.04, 0.67, 0.67], [0.04, 0.02, 0.14], [0.16, -0.41, 1.69], [1.94, -0.63, -2.54], [-4.63, 2.52, 1.54], [-0.37, 0.87, 0.79], [1.18, -2.29, -0.36], [4.11, -1.74, -1.22], [-0.44, 1.04, 0.64], [-2.78, 0.20, -0.51], [-0.07, -0.07, -0.21], [-0.07, -0.11, -0.26], [-0.09, 0.21, 0.14], [-0.24, 0.66, 0.14], [-0.85, 0.23, -0.11], [-0.08, -0.08, -0.11], [0.84, 0.53, -0.04], [0.10, -0.08, 0.27], [0.35, -0.26, -0.20], [-0.01, -0.90, 0.12], [0.98, 0.27, 0.39], [-0.08, -0.24, -0.64], [-1.22, 1.05, -0.67], [-0.54, 0.56, -0.95], [0.51, 0.43, 2.66], [0.09, 0.83, -0.56], [0.82, -0.10, -0.01], [-0.29, 0.00, -1.23], [-1.20, -1.17, -1.55], [-0.45, 0.09, 0.40], [0.22, 0.74, 0.25], [0.12, -0.50, 0.16], [-0.40, 0.12, 0.96], [0.46, -0.68, 0.24], [-0.20, -0.35, 0.04], [0.53, -0.55, 0.14], [-0.40, -0.16, -0.26], [0.63, 0.10, 0.87], [0.28, 0.09, -0.56], [0.82, -0.49, 0.51], [-0.80, 0.16, -0.20], [-0.66, -2.01, 0.62], [3.18, -0.54, 1.65], [1.66, -0.35, -0.21], [-2.05, 1.15, -1.32], [-3.26, 0.24, -1.17], [1.39, 0.18, 0.45], [0.75, 0.35, 1.47], [0.22, 1.01, 0.78], [-0.05, 0.65, -0.83], [0.01, -0.15, -0.20], [-0.51, -0.03, -0.32], [0.14, 0.09, 0.19], [0.16, -0.26, 0.09], [0.21, -0.34, 0.01], [0.03, 0.17, -0.09], [-0.69, 0.08, -0.21], [0.08, -0.63, -0.22], [0.23, -0.09, -0.41], [-0.85, 0.51, 1.47], [-0.51, -0.29, -1.06], [-0.67, 1.79, -3.10], [0.55, -3.53, 2.85], [-0.48, 2.50, -1.63], [2.01, 1.43, 1.57], [-2.15, -1.54, -0.04], [-0.36, -0.04, -0.04], [-0.13, -0.51, -0.06], [0.53, -0.11, -0.03], [-0.35, 0.19, 0.20], [0.83, 0.38, 0.34], [0.61, -0.77, -0.38], [0.45, 0.25, 0.48], [0.06, 0.20, 0.02], [0.20, -0.13, -0.15], [0.41, 0.11, 0.43], [0.35, -0.25, -0.58], [-0.42, -0.34, -0.14], [-0.36, 1.49, 0.60], [0.11, -0.88, 0.04], [1.20, -1.09, -1.98], [-1.21, -2.85, -0.10], [1.46, 3.72, 0.87], [0.05, 0.54, -1.76], [-0.47, 0.21, 1.26], [-0.09, 0.07, 0.89], [0.07, 0.11, 0.30], [-0.79, 0.34, -0.14], [-0.09, -0.15, 0.29], [0.41, 0.28, -0.08], [0.11, -0.46, -0.09], [-0.26, 0.02, 0.00], [0.23, 0.32, -0.05], [-0.01, -0.13, -0.32], [-0.12, -0.42, 0.38], [-0.32, -0.28, -0.14], [0.12, -0.60, 0.03]]
}